## w
Entry from the Open Molecules 2025 dataset: a molecular structure, C4H37N3O14 (ωB97M-V/def2-TZVPD).

CARTESIAN COORDINATES (ANGSTROEM)
N (2.144, -1.101, 0.634)
C (1.178, -0.852, 1.701)
C (1.172, 0.613, 2.093)
N (0.074, 1.186, 2.626)
C (-1.261, 0.580, 2.579)
C (-1.860, 0.483, 1.163)
N (-1.470, 1.606, 0.288)
O (2.205, 1.271, 1.973)
H (3.083, -1.259, 0.978)
H (2.237, -0.308, 0.001)
H (1.398, -1.501, 2.542)
H (0.199, -1.170, 1.326)
H (0.063, 2.170, 2.854)
H (-1.262, -0.409, 3.057)
H (-1.869, 1.225, 3.214)
H (-2.951, 0.464, 1.237)
H (-1.615, -0.472, 0.713)
H (-1.919, 1.452, -0.610)
H (-0.472, 1.658, 0.117)
H (-1.675, 3.130, 1.658)
H (-1.268, 4.519, 2.231)
O (-1.532, 3.629, 2.485)
H (-0.242, 3.759, -3.343)
H (0.015, 3.482, -1.830)
O (-0.133, 3.027, -2.727)
H (2.368, 0.701, -2.013)
H (3.883, 0.761, -1.508)
O (2.981, 0.610, -1.209)
H (2.551, 1.809, -0.135)
H (2.522, 2.150, 1.386)
O (2.316, 2.516, 0.517)
H (-2.304, -3.262, 0.551)
H (-1.054, -2.666, -0.114)
O (-1.947, -2.427, 0.157)
H (-2.353, -4.997, 2.094)
H (-1.426, -5.017, 0.843)
O (-2.359, -4.889, 1.139)
H (-0.401, 3.780, 0.334)
H (1.088, 3.593, 0.002)
O (0.258, 4.018, -0.327)
H (1.517, -2.311, -0.397)
H (1.720, -3.258, -1.629)
O (1.032, -2.907, -1.049)
H (0.222, -5.831, -0.388)
H (0.475, -4.320, -0.163)
O (0.170, -5.140, 0.283)
H (-2.749, -0.568, -2.042)
H (-2.638, -1.936, -1.394)
O (-2.793, -1.516, -2.270)
H (0.878, 0.144, -3.184)
H (0.921, 1.714, -3.088)
O (1.464, 0.920, -3.300)
H (0.312, -1.804, -2.097)
H (-1.087, -1.424, -2.720)
O (-0.121, -1.193, -2.724)
H (-0.870, 0.209, -1.988)
H (-1.267, 1.722, -2.255)
O (-1.488, 0.932, -1.727)

total charge: 0
lowest unoccupied orbital energy: 0.01 eV
frontier orbital gap: 8.41 eV

## x
Entry from the Open Molecules 2025 dataset: 14 unconnected molecules or ions with the total composition C4H37N3O14 (ωB97M-V/def2-TZVPD).

CARTESIAN COORDINATES (ANGSTROEM)
C (1.585, 2.605, 0.499)
N (2.668, 1.638, 0.691)
C (2.894, 1.074, 1.940)
N (3.679, -0.074, 1.966)
O (2.466, 1.544, 2.989)
C (0.271, 1.787, 0.394)
C (-0.109, 1.730, -1.026)
N (-0.811, 2.504, 1.134)
H (1.522, 3.199, 1.428)
H (1.776, 3.160, -0.423)
H (2.996, 1.139, -0.116)
H (4.179, -0.292, 2.854)
H (3.762, -0.625, 1.152)
H (0.443, 0.758, 0.760)
H (0.674, 1.491, -1.695)
H (-1.014, 1.131, -1.229)
H (-0.610, 2.584, -1.573)
H (-0.950, 3.287, 0.483)
H (-1.460, 1.996, 1.782)
H (-5.243, -0.719, 0.937)
H (-4.375, 0.086, 1.858)
O (-4.996, 0.179, 1.146)
H (5.124, -0.498, -1.884)
H (3.689, -0.710, -1.392)
O (4.557, -0.287, -1.130)
H (0.561, 1.295, 5.271)
H (0.953, 1.900, 3.833)
O (0.248, 1.658, 4.457)
H (-1.193, 0.549, -3.233)
H (-1.432, -0.589, -4.245)
O (-1.059, 0.275, -4.166)
H (-2.794, 0.367, 4.178)
H (-1.594, 1.301, 3.902)
O (-2.551, 1.240, 3.871)
H (2.334, -3.117, -2.638)
H (2.196, -1.642, -2.984)
O (2.859, -2.313, -3.009)
H (0.598, 0.101, -3.833)
H (2.034, 0.132, -4.495)
O (1.535, 0.070, -3.688)
H (-1.254, -1.844, -1.634)
H (-1.818, -2.699, -2.651)
O (-1.466, -1.732, -2.665)
H (0.236, -0.100, 4.272)
H (1.175, -0.850, 3.621)
O (0.329, -1.055, 4.131)
H (-1.811, 0.328, 0.483)
H (-3.229, -0.020, 0.519)
O (-2.325, -0.428, 0.517)
H (-0.135, -4.492, -1.690)
H (0.781, -3.889, -0.845)
O (0.785, -4.247, -1.752)
H (-2.451, -3.210, 0.868)
H (-2.340, -2.048, -0.126)
O (-2.315, -3.077, -0.071)
H (-2.747, -0.782, -2.897)
H (-3.315, 0.393, -2.062)
O (-3.513, -0.164, -2.786)

total charge: 0
lowest unoccupied orbital energy: -0.27 eV
frontier orbital gap: 8.95 eV

Least stable = w

## w
Entry from the Open Molecules 2025 dataset: 2 unconnected molecules or ions with the total composition C3H11N2 (ωB97M-V/def2-TZVPD).

CARTESIAN COORDINATES (ANGSTROEM)
C (-2.247, -0.350, -1.256)
N (-1.305, 0.200, -0.219)
H (-3.216, 0.122, -1.102)
H (-1.890, -0.184, -2.268)
H (-2.379, -1.419, -1.087)
H (-0.538, -0.577, -0.085)
H (-1.823, 0.127, 0.672)
H (-1.262, 1.243, -0.427)
C (1.971, 0.611, 1.748)
C (2.028, 0.451, 0.429)
N (1.366, -0.606, -0.215)
H (1.451, -0.019, 2.456)
H (2.401, 1.473, 2.245)
H (2.681, 1.048, -0.191)
H (0.994, -1.304, 0.411)
H (1.767, -0.816, -1.111)

total charge: 0
multiplicity: 2
lowest unoccupied orbital energy (alpha / beta): 1.20 / 0.73 eV
frontier orbital gap (alpha / beta): 4.76 / 9.31 eV

## x
Entry from the Open Molecules 2025 dataset: a single C3H11N2 molecule (ωB97M-V/def2-TZVPD).

CARTESIAN COORDINATES (ANGSTROEM)
N (-1.493, 0.358, -0.857)
C (-0.307, 1.197, -0.443)
C (0.333, 0.639, 0.838)
N (0.322, -0.806, 0.845)
C (1.259, -1.371, -0.127)
H (-2.400, 0.848, -0.802)
H (-1.361, 0.098, -1.889)
H (-1.527, -0.425, -0.152)
H (0.364, 1.071, -1.293)
H (-0.489, 2.250, -0.267)
H (1.354, 0.997, 1.020)
H (-0.162, 1.168, 1.660)
H (0.420, -1.368, 1.675)
H (2.146, -0.736, -0.296)
H (0.877, -1.305, -1.157)
H (1.609, -2.367, 0.117)

total charge: 0
multiplicity: 2
lowest unoccupied orbital energy (alpha / beta): 0.96 / 0.74 eV
frontier orbital gap (alpha / beta): 4.38 / 10.27 eV

## y
Entry from the Open Molecules 2025 dataset: 2 unconnected molecules or ions with the total composition C3H11N2 (ωB97M-V/def2-TZVPD).

CARTESIAN COORDINATES (ANGSTROEM)
C (-0.482, -1.477, 0.476)
C (-0.074, -1.783, -0.968)
C (-0.990, -0.790, -1.724)
N (1.679, 3.622, 1.257)
N (0.075, -0.212, 1.004)
H (-0.158, -2.393, 1.168)
H (-1.575, -1.517, 0.531)
H (0.960, -1.492, -1.017)
H (-0.191, -2.893, -1.281)
H (-0.811, 0.058, -1.120)
H (-0.870, -0.469, -2.830)
H (1.578, 4.525, 1.767)
H (1.918, 2.845, 1.779)
H (1.148, 3.440, 0.479)
H (-0.057, -0.222, 2.065)
H (-2.152, -1.242, -1.586)

total charge: 0
multiplicity: 2
lowest unoccupied orbital energy (alpha / beta): 1.05 / -0.44 eV
frontier orbital gap (alpha / beta): 10.32 / 8.83 eV

Least stable = w

## w
Entry from the Open Molecules 2025 dataset: a single CH4N4O molecule (ωB97M-V/def2-TZVPD).

CARTESIAN COORDINATES (ANGSTROEM)
C (0.281, -0.409, -0.350)
N (-0.967, -0.280, 0.381)
N (-1.914, -1.193, -0.014)
N (-2.997, -0.573, -0.336)
O (-2.881, 0.758, -0.149)
N (-1.515, 1.062, 0.222)
H (0.672, -1.363, -0.439)
H (0.146, -0.099, -1.416)
H (0.982, 0.087, 0.128)
H (-1.730, 1.474, 1.097)

structure (SMILES): CN1N=NON1
total charge: 0
lowest unoccupied orbital energy: 0.88 eV
frontier orbital gap: 9.75 eV

## x
Entry from the Open Molecules 2025 dataset: a molecular structure, CH4N4O (ωB97M-V/def2-TZVPD).

CARTESIAN COORDINATES (ANGSTROEM)
C (0.518, -0.632, -0.528)
N (-1.615, 1.733, 0.309)
N (-1.103, 1.345, -0.760)
N (-0.780, 0.890, 1.085)
N (-0.443, 0.315, -0.169)
O (0.770, -1.549, 0.399)
H (0.622, -0.780, -1.638)
H (1.893, 0.591, -0.627)
H (-0.970, 0.395, 1.979)
H (1.107, -2.308, -0.050)

total charge: 0
lowest unoccupied orbital energy (alpha / beta): 0.27 / 0.27 eV
frontier orbital gap (alpha / beta): 8.48 / 8.48 eV

## y
Entry from the Open Molecules 2025 dataset: a single CH4N4O molecule (ωB97M-V/def2-TZVPD).

CARTESIAN COORDINATES (ANGSTROEM)
O (0.902, 0.920, 0.702)
C (0.557, 0.206, -0.342)
N (-0.890, -0.095, -0.361)
N (-1.945, 0.823, -0.607)
N (-2.701, 0.276, 0.248)
N (-1.765, -0.616, 0.710)
H (0.194, 1.585, 0.865)
H (1.122, -0.653, -0.455)
H (0.632, 0.827, -1.408)
H (-2.036, -1.623, 0.837)

structure (SMILES): OCn1nn[nH]1
total charge: 0
lowest unoccupied orbital energy: 0.87 eV
frontier orbital gap: 11.04 eV

## z
Entry from the Open Molecules 2025 dataset: a molecular structure, CH4N4O (ωB97M-V/def2-TZVPD).

CARTESIAN COORDINATES (ANGSTROEM)
C (-0.275, 0.216, -0.050)
H (-1.475, -0.876, -0.997)
H (-2.555, 0.214, 0.046)
H (-0.726, 1.843, 0.253)
H (0.652, -1.328, 0.975)
N (-1.662, -0.495, -0.088)
N (0.126, 1.367, 0.093)
N (0.844, -0.771, -0.203)
N (2.228, -0.544, 0.329)
O (2.842, 0.375, -0.357)

total charge: 0
lowest unoccupied orbital energy: -0.64 eV
frontier orbital gap: 9.44 eV

Least stable = x

## w
Entry from the Open Molecules 2025 dataset: 2 unconnected molecules or ions with the total composition C6H18N2 (ωB97M-V/def2-TZVPD).

CARTESIAN COORDINATES (ANGSTROEM)
C (7.254, 16.495, 1.456)
N (6.861, 15.563, 0.370)
C (7.184, 16.051, -1.026)
C (7.573, 14.281, 0.413)
H (8.350, 16.491, 1.581)
H (6.788, 16.317, 2.439)
H (6.945, 17.490, 1.094)
H (6.876, 15.248, -1.718)
H (8.238, 16.305, -1.229)
H (6.564, 16.941, -1.222)
H (7.148, 13.393, -0.085)
H (7.744, 14.040, 1.476)
H (8.543, 14.517, -0.055)
C (2.977, 13.578, -1.828)
N (4.232, 14.295, -1.955)
C (5.336, 13.381, -1.910)
C (4.274, 15.150, -3.139)
H (2.298, 14.380, -1.491)
H (2.904, 12.736, -1.120)
H (2.646, 13.232, -2.821)
H (5.344, 12.700, -2.778)
H (5.123, 12.791, -1.002)
H (6.337, 13.833, -1.809)
H (5.280, 15.427, -3.497)
H (3.696, 16.073, -2.962)
H (3.769, 14.565, -3.926)

structure (SMILES): CN(C)C.CN(C)C
total charge: 0
lowest unoccupied orbital energy: 1.07 eV
frontier orbital gap: 9.23 eV

## x
Entry from the Open Molecules 2025 dataset: 2 unconnected molecules or ions with the total composition C6H18N2 (ωB97M-V/def2-TZVPD).

CARTESIAN COORDINATES (ANGSTROEM)
C (-1.237, -3.013, -3.373)
C (-1.996, -3.484, -4.662)
N (-3.364, -3.944, -4.249)
C (-4.147, -4.066, -5.471)
H (-1.021, -3.769, -2.600)
H (-1.877, -2.231, -2.931)
H (-0.287, -2.552, -3.690)
H (-1.393, -4.247, -5.190)
H (-2.130, -2.626, -5.348)
H (-3.281, -4.747, -3.612)
H (-5.147, -4.429, -5.180)
H (-3.729, -4.752, -6.226)
H (-4.254, -3.066, -5.925)
C (5.863, 2.482, 0.300)
C (5.001, 3.349, 1.231)
N (3.797, 3.916, 0.628)
C (2.673, 2.987, 0.540)
H (6.917, 2.437, 0.621)
H (5.811, 3.013, -0.665)
H (5.496, 1.452, 0.155)
H (5.708, 4.152, 1.515)
H (4.728, 2.800, 2.152)
H (3.519, 4.698, 1.234)
H (1.728, 3.483, 0.260)
H (2.602, 2.664, 1.592)
H (2.803, 2.094, -0.095)

structure (SMILES): CCNC.CCNC
total charge: 0
lowest unoccupied orbital energy: 1.16 eV
frontier orbital gap: 9.87 eV

Least stable = w